Computed, not measured: 2 unconnected molecules or ions with the total composition C2H4NO4 at a distorted geometry, with ωB97M-V/def2-TZVPD.

```
11
Properties=species:S:1:pos:R:3:forces:R:3
O -1.363 1.009 0.643 0.4 0.7 0.8
C -0.795 0.258 1.404 -0.9 -3.0 1.4
N -0.300 -0.957 0.979 2.2 -1.4 -0.9
C 0.192 -1.175 -0.415 1.2 -0.2 -0.2
O 0.287 -2.418 -0.614 -0.2 1.2 -0.5
O 0.667 -0.185 -1.007 -0.8 -0.7 -0.2
H -0.939 0.168 2.577 0.4 1.1 -1.6
H 0.377 -1.778 1.285 -2.3 2.5 1.2
H 1.630 2.179 -0.765 2.5 -1.1 0.5
H 0.291 1.975 -1.095 1.4 3.0 0.9
O 0.953 2.801 -0.869 -3.9 -2.1 -1.3
```
Positions in Å, forces in eV/Å.

Computed properties:
- multiplicity = 1
- charge = -1
- strongest force on any atom (eV/Å) = 4.6
- HOMO-LUMO gap (eV) = 9.070